No. 1
Below is a 2-piece molecular cluster, C15H30Br2N7O3 overall, with properties calculated with ωB97M-V with the def2-TZVPD basis set.

```
57
Properties=species:S:1:pos:R:3:lowdin_charge:R:1
C 3.459 -4.038 -1.416 -0.0966
C 3.877 -2.815 -2.245 -0.2030
C 3.329 -1.479 -1.741 -0.1830
O 2.205 -0.995 -2.503 -0.1077
C 1.026 -1.657 -2.326 -0.1306
N 0.049 -0.771 -1.646 0.0515
N -1.294 -0.897 -1.900 0.2098
C -1.911 0.019 -1.131 -0.2981
N -3.220 0.202 -1.125 -0.0999
O -3.732 1.244 -0.370 0.0745
C -4.149 -0.563 -1.912 -0.0631
C -4.615 -1.904 -1.279 -0.6597
N -5.947 -1.635 -0.715 0.0848
N -4.684 -2.874 -2.354 0.0790
N -3.635 -2.398 -0.323 0.0930
N -1.022 0.689 -0.398 0.2475
C 0.166 0.197 -0.743 -0.3070
C 1.442 0.655 -0.176 -0.7249
Br 2.250 2.080 -1.072 0.8497
C 1.894 0.101 0.940 -0.7845
C 1.177 -1.009 1.657 -0.0951
Br 3.488 0.674 1.723 0.8348
H 4.204 -4.826 -1.472 0.0758
H 3.325 -3.764 -0.369 0.0702
H 2.510 -4.456 -1.757 0.0652
H 3.599 -2.945 -3.290 0.1185
H 4.965 -2.740 -2.219 0.1132
H 3.041 -1.562 -0.690 0.0965
H 4.071 -0.692 -1.835 0.1273
H 0.572 -1.897 -3.291 0.1506
H 1.121 -2.576 -1.743 0.1388
H -1.646 -1.592 -2.538 0.1745
H -3.385 1.135 0.529 0.1234
H -3.703 -0.745 -2.891 0.1246
H -5.020 0.066 -2.085 0.1392
H -5.908 -0.834 -0.089 0.0770
H -6.216 -2.425 -0.133 0.0850
H -4.842 -3.804 -1.983 0.0805
H -5.472 -2.665 -2.955 0.0932
H -3.899 -2.200 0.630 0.0841
H -3.441 -3.381 -0.435 0.0762
H 0.153 -0.714 1.887 0.0897
H 1.130 -1.898 1.022 0.0814
H 1.691 -1.280 2.570 0.0687
C 2.170 4.103 2.736 -0.1985
C 1.672 5.540 2.588 -0.1659
C 0.848 5.707 3.859 -0.2028
O 1.467 4.883 4.848 -0.1358
C 2.423 4.021 4.236 -0.2093
H 3.058 3.883 2.146 0.0895
H 1.384 3.400 2.445 0.1034
H 2.517 6.232 2.590 0.1163
H 1.091 5.713 1.684 0.1105
H -0.184 5.369 3.709 0.1156
H 0.823 6.735 4.222 0.1185
H 3.431 4.368 4.487 0.1205
H 2.296 3.014 4.638 0.1129
```

Charge: +1
LUMO level in eV: -2.8361
Highest occupied orbital energy in eV: -11.02

***

No. 2
Below is a 2-piece molecular cluster, C21H28BrF3N3O4 overall in a non-equilibrium geometry, with properties calculated with ωB97M-V with the def2-TZVPD basis set.

```
60
Properties=species:S:1:pos:R:3:lowdin_charge:R:1
C -3.069 0.198 3.712 -0.0717
C -1.572 0.426 3.784 -0.2615
O -0.866 -0.167 2.684 -0.1742
C -0.869 -1.576 2.693 -0.2413
C 0.263 -2.037 1.791 -0.1658
C 0.045 -1.565 0.351 -0.2096
C 1.253 -1.865 -0.544 -0.1701
C 1.476 -0.946 -1.755 -0.0907
C 0.525 -1.104 -2.957 -0.2601
C 1.246 -0.854 -4.319 -0.0298
C 2.228 0.328 -4.284 -0.3305
C 1.762 1.693 -3.924 0.0052
O 2.160 1.252 -5.298 -0.0183
C 0.096 -2.527 -3.027 0.0779
N -1.164 -2.733 -3.024 0.1697
C -1.975 -1.506 -3.018 -0.5355
Br -3.314 -1.590 -1.640 1.0298
C -2.727 -1.566 -4.396 -0.6573
F -3.565 -0.575 -4.566 0.2056
F -1.847 -1.626 -5.394 0.1910
F -3.415 -2.723 -4.416 0.1361
C -0.882 -0.387 -2.864 -0.3792
O -0.966 0.396 -1.751 0.0637
O -1.083 0.500 -4.007 0.0307
C -1.804 1.558 -3.759 -0.3202
N -2.558 2.413 -3.614 0.2295
H -3.531 0.609 4.611 0.0831
H -3.341 -0.857 3.664 0.0659
H -3.492 0.702 2.843 0.0774
H -1.366 1.491 3.723 0.0945
H -1.140 0.049 4.716 0.1210
H -1.816 -1.958 2.288 0.1187
H -0.722 -1.971 3.704 0.1328
H 0.358 -3.127 1.807 0.1245
H 1.201 -1.615 2.156 0.1235
H -0.054 -0.480 0.408 0.1102
H -0.878 -2.000 -0.041 0.0770
H 2.140 -1.752 0.082 0.1247
H 1.255 -2.924 -0.832 0.1133
H 2.475 -1.175 -2.134 0.1309
H 1.509 0.093 -1.432 0.1408
H 0.555 -0.673 -5.138 0.1318
H 1.863 -1.731 -4.539 0.1363
H 3.232 0.083 -3.944 0.1490
H 0.769 2.051 -4.130 0.1056
H 2.532 2.321 -3.494 0.1195
H 0.834 -3.320 -3.053 0.1833
H -1.554 -3.672 -3.055 0.1971
H -1.593 0.064 -1.090 0.0677
N 0.427 2.917 4.812 0.0516
C 0.739 3.717 5.831 -0.1441
C 2.038 4.087 6.146 -0.0665
C 3.071 3.597 5.364 -0.0759
C 2.763 2.762 4.302 -0.0727
C 1.431 2.455 4.069 -0.1554
H -0.096 4.077 6.421 0.1059
H 2.231 4.741 6.985 0.1044
H 4.098 3.862 5.579 0.1076
H 3.538 2.357 3.666 0.0990
H 1.147 1.804 3.248 0.0939
```

Charge: +1
LUMO level in eV: -4.8776
Highest occupied orbital energy in eV: -11.39

***

No. 3
Below is a 2-piece molecular cluster, CH4S overall, with properties calculated with ωB97M-V with the def2-TZVPD basis set.

```
6
Properties=species:S:1:pos:R:3:lowdin_charge:R:1
C 1.674 0.011 -0.791 -0.1445
S -1.173 -0.019 0.571 -0.6819
H 1.614 0.685 -1.653 0.0062
H 1.411 -0.978 -1.151 0.0004
H 0.922 0.364 -0.066 -0.1797
H 2.671 0.060 -0.356 -0.0006
```

Charge: -1
LUMO level (spin up / spin down) in eV: 4.6891 / 4.2836
Multiplicity: 2
Highest occupied orbital energy (spin up / spin down) in eV: -2.65 / -2.22
Energy relative to the best compared isomer or geometry (same formula, charge and spin) in kcal/mol: 0.0

***

No. 4
Below is the molecule C15H17N5O4, with properties calculated with ωB97M-V with the def2-TZVPD basis set.

```
41
Properties=species:S:1:pos:R:3:lowdin_charge:R:1
C -0.693 -2.762 -1.183 -0.1065
C -2.029 -2.063 -1.406 -0.2471
C -2.963 -2.155 -0.200 -0.1729
C -2.500 -1.348 1.015 -0.1122
N -2.435 0.078 0.716 0.0747
C -1.249 0.695 0.482 -0.2402
O -0.164 -0.048 0.620 0.1121
C -1.185 2.032 0.129 -0.0602
C 0.063 2.692 -0.121 -0.0361
N 1.182 2.069 -0.044 0.0107
N 2.334 2.729 -0.284 0.0714
C 3.573 2.166 -0.164 -0.4296
O 4.570 2.843 -0.284 0.0904
C 3.602 0.701 0.121 -0.1363
C 2.868 -0.218 -0.622 -0.0277
C 2.998 -1.563 -0.311 -0.1387
N 3.772 -2.015 0.659 0.0664
C 4.477 -1.141 1.356 -0.1334
C 4.439 0.225 1.125 0.0084
C -2.401 2.812 0.015 -0.4311
O -2.477 3.980 -0.292 0.0795
N -3.550 2.080 0.306 0.2168
C -3.648 0.761 0.652 -0.4586
O -4.700 0.222 0.891 0.1079
H -0.098 -2.728 -2.093 0.0719
H -0.851 -3.805 -0.918 0.0777
H -0.128 -2.283 -0.389 0.0436
H -2.532 -2.525 -2.259 0.1082
H -1.857 -1.015 -1.662 0.1033
H -3.052 -3.198 0.110 0.1187
H -3.957 -1.805 -0.481 0.1082
H -3.226 -1.475 1.822 0.1318
H -1.515 -1.666 1.351 0.1225
H 0.628 0.525 0.421 0.0806
H -0.005 3.749 -0.380 0.1390
H 2.302 3.730 -0.487 0.1679
H 2.236 0.100 -1.436 0.1172
H 2.456 -2.317 -0.865 0.1010
H 5.105 -1.558 2.132 0.1073
H 5.039 0.911 1.702 0.1194
H -4.428 2.587 0.254 0.1740
```

Charge: 0
LUMO level in eV: 0.0562
Highest occupied orbital energy in eV: -8.65
Energy relative to the best compared isomer or geometry (same formula, charge and spin) in kcal/mol: 0.0